C94H223N13O17 | ωB97M-V with the def2-TZVPD basis set

Last column: Löwdin charge in e.
Element x y z (Å)
1 C 14.7355 10.4147 13.2085  -0.065
2 C 13.6678 11.4536 13.1442  -0.474
3 C 13.0782 11.9031 14.4816  -0.037
4 O 14.2584 12.5886 12.4447  -0.083
5 H 14.3946 9.5587 13.8053  0.087
6 H 15.6569 10.8098 13.6415  0.076
7 H 14.9618 10.0952 12.1918  0.080
8 H 12.9034 11.0590 12.4646  0.133
9 H 13.9111 12.2992 15.0771  0.067
10 H 12.5966 11.1320 15.0711  0.078
11 H 12.4170 12.7505 14.2666  0.065
12 H 13.6551 13.3514 12.4480  0.045
13 C 13.4816 24.0923 21.6738  -0.027
14 C 14.8819 23.5157 21.9234  -0.458
15 C 15.4967 23.0189 20.6928  -0.052
16 O 15.7394 24.5063 22.5676  -0.060
17 H 13.0694 24.2888 22.6660  0.086
18 H 12.8220 23.4585 21.0797  0.069
19 H 13.5047 25.0570 21.1404  0.055
20 H 14.7853 22.6691 22.6256  0.125
21 H 16.4479 22.5623 20.9321  0.074
22 H 15.6837 23.8570 20.0246  0.077
23 H 14.8747 22.2626 20.1991  0.070
24 H 15.9327 25.1644 21.8897  0.046
25 C 19.2603 15.5279 23.1832  -0.038
26 C 18.1348 15.6099 22.1548  -0.466
27 C 18.2244 16.9555 21.4705  -0.047
28 O 18.1503 14.4940 21.2754  -0.099
29 H 19.2798 14.5264 23.6187  0.080
30 H 19.1086 16.2981 23.9505  0.077
31 H 20.2356 15.6258 22.7099  0.058
32 H 17.1403 15.6129 22.5832  0.137
33 H 19.0712 17.0941 20.7914  0.055
34 H 18.2963 17.7630 22.2053  0.064
35 H 17.3178 17.0807 20.8996  0.060
36 H 18.8858 14.6041 20.5924  0.077
37 C 21.4176 21.5920 15.5413  -0.073
38 C 21.6633 21.9073 16.9810  -0.445
39 C 22.1423 20.6544 17.6952  -0.048
40 O 22.6939 22.9853 17.1065  -0.077
41 H 20.8665 20.6616 15.5420  0.068
42 H 22.3491 21.5378 14.9502  0.079
43 H 20.7909 22.3248 15.0273  0.080
44 H 20.7305 22.2845 17.4420  0.131
45 H 21.4703 19.7987 17.6639  0.063
46 H 22.3552 20.8505 18.7581  0.057
47 H 23.1602 20.4112 17.3302  0.093
48 H 22.6569 23.5155 16.2834  0.083
49 C 13.0776 19.1604 21.9630  -0.018
50 C 12.6405 17.9266 21.1413  -0.521
51 C 11.3440 18.1262 20.3539  -0.116
52 C 11.4606 19.1303 19.1504  -0.139
53 C 12.5702 18.5489 18.2008  -0.124
54 C 13.9088 18.2924 18.9110  -0.504
55 N 13.6086 17.4853 20.1493  -0.058
56 O 14.8800 17.2875 20.8004  -0.056
57 C 14.7782 17.4345 18.0703  -0.044
58 C 14.5109 19.6699 19.1981  -0.031
59 C 12.4688 16.7615 22.1434  -0.029
60 H 14.1478 19.1911 22.1623  0.061
61 H 12.5288 19.2610 22.8984  0.087
62 H 12.8204 20.0574 21.3904  0.058
63 H 11.1880 17.1137 19.9631  0.115
64 H 10.5199 18.3558 21.0206  0.117
65 H 11.7261 20.1279 19.5199  0.084
66 H 10.4936 19.2694 18.6633  0.104
67 H 12.6762 19.2469 17.3588  0.110
68 H 12.1899 17.5804 17.8177  0.121
69 H 15.8130 17.4090 18.3919  0.076
70 H 14.3873 16.4114 18.0671  0.079
71 H 14.7494 17.8566 17.0641  0.081
72 H 15.2832 19.5185 19.9607  0.082
73 H 14.9236 20.2281 18.3550  0.085
74 H 13.7710 20.2893 19.7162  0.043
75 H 11.7187 17.0179 22.8861  0.084
76 H 13.4279 16.6657 22.6690  0.088
77 H 12.1814 15.8179 21.6662  0.066
78 H 14.9606 16.3267 20.7935  0.059
79 C 13.2133 15.5456 14.6476  -0.015
80 C 13.1319 16.3362 13.3638  -0.520
81 C 14.4662 17.0985 13.2503  -0.123
82 C 14.6698 17.7500 11.8650  -0.156
83 C 14.5507 16.6269 10.7923  -0.104
84 C 13.1299 15.9574 10.8613  -0.496
85 N 12.9177 15.4690 12.2306  -0.078
86 O 11.6383 14.7931 12.3669  -0.023
87 C 12.0340 16.8521 10.3999  -0.043
88 C 13.1795 14.7239 9.8807  -0.015
89 C 12.0601 17.4374 13.4476  -0.019
90 H 13.2739 16.1887 15.5306  0.084
91 H 14.0306 14.8304 14.6158  0.073
92 H 12.2630 15.0108 14.7367  0.082
93 H 14.4296 17.8869 14.0095  0.096
94 H 15.2819 16.3998 13.4834  0.096
95 H 15.6167 18.2890 11.7775  0.092
96 H 13.9077 18.5287 11.7318  0.091
97 H 15.2471 15.8458 11.1336  0.105
98 H 14.8761 16.9354 9.7966  0.123
99 H 11.9727 17.8456 10.8465  0.067
100 H 12.1923 17.0977 9.3389  0.101
101 H 11.0993 16.2970 10.4846  0.090
102 H 12.3183 14.1288 10.1208  0.069
103 H 13.2034 15.0065 8.8226  0.088
104 H 14.0441 14.0896 10.0924  0.076
105 H 11.0453 17.0394 13.5518  0.091
106 H 12.1084 18.1058 12.5844  0.050
107 H 12.2243 18.1704 14.2553  0.088
108 H 11.0067 15.5052 12.1847  0.071
109 C 12.8902 13.8092 19.5001  -0.039
110 C 13.8084 12.9400 20.3168  -0.522
111 C 13.3717 11.4609 20.0489  -0.115
112 C 13.7538 11.0162 18.6033  -0.161
113 C 15.2954 11.1426 18.4615  -0.100
114 C 15.7298 12.6411 18.6114  -0.500
115 N 15.2488 13.0569 19.9598  -0.018
116 O 15.6228 14.4877 20.1448  -0.084
117 C 17.2499 12.7009 18.6490  -0.042
118 C 15.2086 13.5736 17.5564  -0.037
119 C 13.6739 13.2848 21.7892  -0.028
120 H 11.8337 13.6987 19.7672  0.101
121 H 12.9863 13.6607 18.4461  0.045
122 H 13.1718 14.8363 19.7598  0.066
123 H 13.9162 10.7939 20.7338  0.118
124 H 12.2956 11.3516 20.1636  0.112
125 H 13.2335 11.7036 17.9301  0.082
126 H 13.4188 10.0285 18.3151  0.101
127 H 15.6201 10.8373 17.4869  0.102
128 H 15.8338 10.5538 19.2021  0.119
129 H 17.4738 13.7711 18.5781  0.073
130 H 17.7594 12.2769 19.5124  0.094
131 H 17.6583 12.2718 17.7469  0.074
132 H 14.2015 13.2753 17.3157  0.043
133 H 15.2606 14.6190 17.8022  0.060
134 H 15.8084 13.4435 16.6594  0.085
135 H 14.4751 12.8255 22.3910  0.100
136 H 12.6751 12.9824 22.1710  0.098
137 H 13.5927 14.3738 21.8334  0.039
138 H 16.5290 14.4275 20.5657  0.067
139 C 11.5373 27.7654 16.1960  -0.029
140 C 11.2854 26.3497 15.6322  -0.487
141 C 12.3123 25.9146 14.6006  -0.139
142 C 13.6720 25.5613 15.2508  -0.152
143 C 13.4367 24.4233 16.2447  -0.132
144 C 12.4278 24.8156 17.3673  -0.484
145 N 11.1695 25.3037 16.7278  -0.060
146 O 10.2691 25.7228 17.7535  -0.038
147 C 12.1517 23.5161 18.1689  -0.019
148 C 12.9847 25.8499 18.3085  -0.043
149 C 9.8652 26.3621 14.9536  -0.032
150 H 12.5971 27.9546 16.3570  0.066
151 H 10.9764 27.9190 17.1262  0.077
152 H 11.1438 28.5541 15.5326  0.092
153 H 11.8739 25.0597 14.0830  0.109
154 H 12.3884 26.7694 13.9227  0.128
155 H 14.0131 26.4497 15.8106  0.101
156 H 14.4331 25.3407 14.5013  0.092
157 H 14.3788 24.0554 16.6671  0.105
158 H 13.0207 23.5358 15.7610  0.095
159 H 12.9736 23.2104 18.8051  0.055
160 H 11.3464 23.7218 18.8602  0.078
161 H 11.8914 22.6807 17.5214  0.084
162 H 12.2475 26.0900 19.0692  0.087
163 H 13.8473 25.3853 18.8011  0.078
164 H 13.3427 26.7659 17.8674  0.065
165 H 9.0786 26.6155 15.6714  0.078
166 H 9.6545 25.3790 14.5171  0.085
167 H 9.8179 27.1757 14.2231  0.078
168 H 10.5614 26.5700 18.0777  0.046
169 C 17.2450 23.3097 14.9777  -0.020
170 C 16.4751 22.3113 14.1207  -0.480
171 C 15.5338 21.5404 14.9410  -0.151
172 C 14.5500 20.7242 14.1279  -0.155
173 C 13.7010 21.6893 13.2548  -0.088
174 C 14.6268 22.4975 12.2832  -0.499
175 N 15.7118 23.1017 13.0497  -0.073
176 O 16.5661 23.7293 12.0794  -0.046
177 C 15.1043 21.6463 11.0970  -0.022
178 C 13.7831 23.6739 11.7062  -0.025
179 C 17.5248 21.4157 13.3394  0.000
180 H 16.6084 23.7983 15.7060  0.064
181 H 17.8771 24.0208 14.4430  0.087
182 H 17.8806 22.6912 15.6370  0.073
183 H 16.2059 20.9706 15.5988  0.121
184 H 14.9870 22.2358 15.5895  0.103
185 H 13.8447 20.2198 14.7946  0.101
186 H 15.0856 19.9532 13.5616  0.084
187 H 13.2025 22.3580 13.9649  0.100
188 H 12.9394 21.1584 12.6839  0.116
189 H 14.2830 21.5058 10.4067  0.083
190 H 15.9408 22.1295 10.6021  0.085
191 H 15.4257 20.6711 11.4327  0.042
192 H 12.9352 23.2587 11.1695  0.080
193 H 13.4490 24.3633 12.4794  0.058
194 H 14.3173 24.2312 10.9427  0.078
195 H 17.0109 20.6663 12.7275  0.059
196 H 18.1415 20.8507 14.0465  0.072
197 H 18.1767 22.0438 12.7348  0.079
198 H 16.6148 24.6586 12.3387  0.104
199 C 18.6815 22.9312 26.5705  -0.022
200 C 18.9629 22.7203 25.0652  -0.483
201 C 20.1912 21.8609 24.7792  -0.146
202 C 19.9786 20.3856 25.1581  -0.146
203 C 18.8223 19.8687 24.2408  -0.119
204 C 17.5278 20.6809 24.4626  -0.508
205 N 17.8122 22.1395 24.2726  -0.043
206 O 16.6069 22.8015 24.6935  -0.057
207 C 16.4854 20.3339 23.3809  -0.029
208 C 16.9526 20.4379 25.8384  -0.032
209 C 19.2222 24.1061 24.3859  -0.033
210 H 19.4331 23.5163 27.1127  0.089
211 H 18.6413 21.9735 27.0640  0.045
212 H 17.7059 23.4139 26.6719  0.087
213 H 20.4805 21.9892 23.7277  0.083
214 H 21.0241 22.3009 25.3629  0.130
215 H 19.6514 20.2617 26.1898  0.093
216 H 20.9262 19.8405 25.0912  0.097
217 H 18.6693 18.7827 24.4134  0.114
218 H 19.0759 19.9887 23.1684  0.108
219 H 15.5428 20.8158 23.6625  0.076
220 H 16.8605 20.6577 22.3977  0.084
221 H 16.3562 19.2588 23.2544  0.078
222 H 16.6549 19.4034 25.8629  0.085
223 H 17.6933 20.5141 26.6314  0.058
224 H 16.0704 21.0601 26.0065  0.094
225 H 20.0091 24.6313 24.9300  0.076
226 H 18.3021 24.7030 24.5054  0.084
227 H 19.5903 24.0784 23.3581  0.062
228 H 16.3132 23.1976 23.8786  0.038
229 C 22.3138 14.6077 19.8266  -0.037
230 C 21.2335 14.6956 18.7195  -0.389
231 C 20.8738 13.2418 18.2359  -0.228
232 O 21.9514 12.7394 17.5170  -0.193
233 C 21.5930 11.4001 17.0750  -0.070
234 N 20.0263 15.2998 19.2088  0.049
235 H 21.9207 14.1185 20.7184  0.077
236 H 22.7000 15.5913 20.0951  0.063
237 H 23.1627 13.9958 19.5133  0.076
238 H 21.6090 15.3068 17.8970  0.110
239 H 19.9297 13.2369 17.6520  0.103
240 H 20.6556 12.6303 19.1205  0.127
241 H 20.6004 11.4334 16.6281  0.077
242 H 21.5511 10.7298 17.9438  0.091
243 H 22.3138 11.0553 16.3431  0.084
244 H 19.3940 15.5311 18.4517  0.051
245 H 20.2669 16.1753 19.6606  0.065
246 C 22.5387 20.0789 12.0350  -0.051
247 C 23.6354 19.1101 12.4906  -0.409
248 C 24.7365 18.9905 11.4753  -0.248
249 O 25.4480 20.1810 11.4711  -0.179
250 C 26.6099 20.0929 10.7089  -0.126
251 N 24.2688 19.4398 13.7946  0.059
252 H 22.9738 21.0886 12.0141  0.084
253 H 21.6755 20.0939 12.6917  0.057
254 H 22.1263 19.8515 11.0506  0.078
255 H 23.2306 18.1103 12.6303  0.112
256 H 24.3780 18.8280 10.4435  0.134
257 H 25.3051 18.0896 11.7659  0.131
258 H 27.3051 19.2455 10.9910  0.106
259 H 27.0730 21.0811 10.6800  0.090
260 H 26.3977 19.8114 9.6493  0.089
261 H 23.5504 19.3639 14.4944  0.048
262 H 24.6274 20.3766 13.8162  0.075
263 C 21.6921 18.0901 22.2419  -0.053
264 C 22.5307 19.0005 21.3218  -0.415
265 C 22.0544 20.4177 21.4643  -0.228
266 O 20.7802 20.5284 20.8229  -0.202
267 C 20.3554 21.8775 20.7776  -0.099
268 N 23.9735 18.8404 21.6916  0.035
269 H 21.9283 17.0284 22.0996  0.060
270 H 20.6222 18.2323 22.0227  0.056
271 H 21.8718 18.2732 23.3035  0.077
272 H 22.5021 18.7139 20.2680  0.131
273 H 22.7949 21.0750 20.9626  0.123
274 H 22.0414 20.6566 22.5439  0.126
275 H 20.1297 22.2829 21.7595  0.057
276 H 19.4394 21.8513 20.1796  0.088
277 H 21.1198 22.5079 20.3171  0.087
278 H 24.5201 19.4091 21.0505  0.062
279 H 24.2026 19.1399 22.6408  0.071
280 C 19.9368 26.1435 20.3248  -0.066
281 C 18.4621 25.8098 20.0080  -0.407
282 C 17.5851 26.8776 20.6792  -0.195
283 O 16.2311 26.5282 20.4695  -0.267
284 C 15.2841 27.5024 20.7807  -0.106
285 N 18.2585 25.6515 18.5195  0.050
286 H 20.2409 27.1063 19.8208  0.090
287 H 20.6879 25.4338 19.9093  0.081
288 H 20.0036 26.2500 21.4182  0.074
289 H 18.2629 24.8558 20.4836  0.116
290 H 17.7029 27.8163 20.1263  0.129
291 H 17.8014 26.9279 21.7713  0.142
292 H 15.3496 27.7579 21.8857  0.116
293 H 14.3064 27.0106 20.6571  0.065
294 H 15.4303 28.3583 20.0571  0.111
295 H 17.2974 25.6773 18.1658  0.061
296 H 18.6970 26.4478 18.0803  0.053
297 C 19.3787 17.3237 12.1284  -0.051
298 C 19.1206 16.1366 11.1448  -0.373
299 C 18.7610 14.9037 11.9843  -0.231
300 O 17.6171 15.0606 12.7785  -0.204
301 C 17.2184 13.8198 13.3192  -0.107
302 N 18.0000 16.5013 10.2272  0.041
303 H 20.2750 17.1908 12.7314  0.058
304 H 18.5029 17.3269 12.8009  0.061
305 H 19.3835 18.3340 11.6727  0.082
306 H 19.9934 15.9053 10.5420  0.127
307 H 19.6661 14.6419 12.5740  0.118
308 H 18.5670 14.0761 11.3040  0.119
309 H 16.9557 13.0881 12.5619  0.080
310 H 16.3097 14.0053 13.9029  0.076
311 H 17.9803 13.3433 13.9487  0.086
312 H 17.6469 15.7323 9.6390  0.081
313 H 17.2265 16.9178 10.7450  0.034
314 C 24.6901 15.2474 16.7368  -0.050
315 C 24.5387 16.1282 15.4938  -0.453
316 C 23.0942 16.6401 15.4013  -0.201
317 O 22.1426 15.6357 15.6189  -0.253
318 C 22.1608 14.6830 14.5796  -0.085
319 N 25.5634 17.1418 15.5509  0.039
320 H 23.9388 14.4615 16.7404  0.055
321 H 24.6042 15.8855 17.6559  0.096
322 H 25.6535 14.7077 16.7921  0.088
323 H 24.7764 15.5192 14.6270  0.126
324 H 22.9038 17.1893 14.4647  0.098
325 H 22.9336 17.3676 16.1992  0.125
326 H 21.3426 13.9763 14.8018  0.096
327 H 23.1267 14.1894 14.5540  0.083
328 H 22.0142 15.1899 13.6028  0.093
329 H 25.4100 17.8495 14.8334  0.033
330 H 25.5180 17.6271 16.4461  0.072
331 C 17.1091 16.9480 15.6158  -0.026
332 C 18.6613 17.0053 15.7528  -0.348
333 C 19.0085 17.9747 16.9487  -0.200
334 O 18.6431 19.2638 16.5160  -0.207
335 C 18.3268 20.0387 17.6399  -0.108
336 N 19.2226 15.7042 16.1704  0.071
337 H 16.6918 17.9462 15.4472  0.075
338 H 16.5839 16.5351 16.4781  0.060
339 H 16.8856 16.4244 14.6968  0.034
340 H 19.2158 17.3321 14.8455  0.120
341 H 20.1050 17.9045 17.1571  0.123
342 H 18.3565 17.6675 17.8132  0.125
343 H 19.1710 20.0993 18.3609  0.082
344 H 17.4735 19.6441 18.2349  0.088
345 H 18.1286 21.0153 17.2072  0.074
346 H 18.9727 14.9960 15.4953  0.061
347 H 20.2192 15.8229 16.0905  0.033

Its spin multiplicity is 1. The total energy is -5705.87087 Ha. The net charge is 0. The HOMO energy comes out at -8.1512 eV. Its gap between HOMO and LUMO is 0.313 Ha.